No. 1
C4H7N3 | wB97M-V/def2-TZVPD

SMILES ... CNc1cc[nH]n1
Highest occupied orbital energy ... -0.2910 Eh
Relative energy (zero: lowest compared OMol25 entry of this formula, charge and spin) ... 10.09 kcal/mol
DFT total energy ... -320.867214 a.u.
Multiplicity ... 1
Kohn-Sham gap ... 0.3317 Eh
Max |F| ... 0.26 eV Å⁻¹

```
14
Properties=species:S:1:pos:R:3:forces:R:3
C -1.887 -0.864 0.761 -0.1 0.0 0.2
N -1.393 -0.209 -0.426 0.1 0.0 -0.1
C -0.055 0.150 -0.460 0.0 0.0 -0.1
N 0.514 0.541 -1.593 -0.1 0.0 0.2
N 1.770 0.881 -1.229 0.2 0.1 0.0
C 2.006 0.716 0.087 0.0 0.0 -0.1
C 0.844 0.223 0.636 0.0 0.0 0.0
H -1.671 -0.230 1.628 -0.1 -0.1 -0.1
H -2.974 -0.962 0.694 0.2 0.0 0.0
H -1.448 -1.857 0.949 -0.1 0.1 -0.1
H -1.735 -0.560 -1.309 0.0 0.0 0.1
H 2.393 1.245 -1.929 -0.1 -0.1 0.1
H 2.960 0.959 0.534 -0.1 -0.1 -0.1
H 0.668 -0.051 1.665 0.1 0.1 -0.2
```
Positions in Å, forces in eV/Å.



No. 2
C4H7N3 | wB97M-V/def2-TZVPD

Highest occupied orbital energy ... -0.2788 Eh
Relative energy (zero: lowest compared OMol25 entry of this formula, charge and spin) ... 129.25 kcal/mol
DFT total energy ... -320.677324 a.u.
Multiplicity ... 1
Kohn-Sham gap ... 0.2841 Eh
Max |F| ... 2.68 eV Å⁻¹

```
14
Properties=species:S:1:pos:R:3:forces:R:3
C -0.969 0.032 0.074 0.0 -1.5 -0.2
C 0.173 0.679 0.007 2.5 -0.9 0.0
C -2.332 0.493 0.003 -0.2 0.2 -1.8
C 2.632 0.474 -0.121 0.0 -1.8 2.0
N -0.681 -1.431 0.177 -0.1 1.4 0.4
N 0.442 -1.865 0.314 -0.5 -0.5 -0.6
N 1.279 0.081 0.084 -2.3 1.1 0.2
H -2.141 1.400 -0.624 -1.2 0.0 1.2
H -2.898 -0.156 -0.692 -0.2 0.1 0.6
H -2.755 0.550 1.000 -0.7 0.7 -0.2
H 2.632 1.521 -0.157 0.3 1.4 -0.1
H 3.209 0.093 0.731 0.2 0.4 -0.1
H 3.049 0.042 -0.972 0.6 -0.6 -1.7
H -1.638 -1.911 0.175 1.7 -0.1 0.2
```
Positions in Å, forces in eV/Å.



No. 3
C4H7N3 | wB97M-V/def2-TZVPD

SMILES ... Nc1c[nH]c(N)c1
Highest occupied orbital energy ... -0.2698 Eh
Relative energy (zero: lowest compared OMol25 entry of this formula, charge and spin) ... 2.12 kcal/mol
DFT total energy ... -320.879921 a.u.
Multiplicity ... 1
Kohn-Sham gap ... 0.3078 Eh
Max |F| ... 0.32 eV Å⁻¹

```
14
Properties=species:S:1:pos:R:3:forces:R:3
N 2.033 -0.909 -1.115 -0.1 0.0 -0.1
C 0.825 -0.544 -0.493 -0.1 0.1 0.2
C 0.065 0.593 -0.615 0.0 0.0 -0.1
C -0.917 0.567 0.426 0.1 -0.3 0.0
N -1.899 1.564 0.673 0.0 0.1 -0.1
C -0.761 -0.616 1.103 -0.1 0.2 0.1
N 0.315 -1.285 0.535 0.2 0.1 -0.1
H 1.978 -1.768 -1.651 -0.1 0.1 0.0
H 2.352 -0.158 -1.716 0.0 -0.2 0.1
H 0.148 1.333 -1.402 0.1 0.0 0.2
H -1.674 2.124 1.489 0.0 -0.2 -0.1
H -1.950 2.198 -0.116 -0.1 -0.1 0.1
H -1.332 -1.058 1.908 0.1 0.2 -0.1
H 0.817 -2.040 0.974 -0.1 0.1 -0.1
```
Positions in Å, forces in eV/Å.



No. 4
C4H7N3 | wB97M-V/def2-TZVPD

SMILES ... Nc1c[nH]c(N)c1
Highest occupied orbital energy ... -0.2683 Eh
Relative energy (zero: lowest compared OMol25 entry of this formula, charge and spin) ... 0.38 kcal/mol
DFT total energy ... -320.882692 a.u.
Multiplicity ... 1
Kohn-Sham gap ... 0.3082 Eh
Max |F| ... 0.46 eV Å⁻¹

```
14
Properties=species:S:1:pos:R:3:forces:R:3
N -2.499 -0.334 -0.141 0.0 -0.2 0.1
C -1.116 -0.066 -0.022 0.1 0.2 0.0
C -0.019 -0.883 0.109 -0.1 -0.1 0.0
C 1.135 -0.048 0.105 -0.3 0.4 0.0
N 2.454 -0.499 0.290 0.1 -0.1 -0.1
C 0.699 1.251 -0.014 0.2 -0.2 0.0
N -0.682 1.224 -0.089 -0.1 -0.3 0.0
H -2.638 -1.242 -0.566 0.0 0.1 0.0
H -2.955 -0.355 0.766 0.0 0.1 -0.1
H -0.039 -1.959 0.232 0.0 0.2 0.0
H 3.136 0.182 -0.018 0.0 0.0 0.0
H 2.619 -1.367 -0.204 0.0 0.1 0.1
H 1.247 2.176 -0.044 0.0 0.0 0.0
H -1.285 2.004 -0.293 0.1 -0.1 0.0
```
Positions in Å, forces in eV/Å.



No. 5
C4H7N3 | wB97M-V/def2-TZVPD

SMILES ... CCc1c[nH]nn1
Highest occupied orbital energy ... -0.3086 Eh
Relative energy (zero: lowest compared OMol25 entry of this formula, charge and spin) ... 64.74 kcal/mol
DFT total energy ... -320.780129 a.u.
Multiplicity ... 1
Kohn-Sham gap ... 0.3403 Eh
Max |F| ... 4.53 eV Å⁻¹

```
14
Properties=species:S:1:pos:R:3:forces:R:3
C 0.836 2.071 -0.078 -0.1 -0.3 0.3
C -0.341 1.063 0.025 -0.4 -0.7 1.7
C -0.102 -0.360 -0.290 0.0 -1.1 -1.1
C -1.056 -1.345 -0.102 0.3 -0.4 -1.1
N -0.303 -2.458 0.060 0.0 -0.2 0.0
N 0.994 -2.197 0.017 0.0 -0.2 0.1
N 1.132 -0.915 -0.169 -0.3 -0.2 -0.5
H 0.954 2.619 0.862 0.0 -0.1 -0.1
H 1.785 1.566 -0.292 -0.3 0.0 0.2
H 0.710 2.840 -0.864 -0.3 -0.6 0.3
H -0.564 0.345 0.979 0.5 4.5 0.4
H -1.311 1.484 -0.272 0.3 -0.4 -0.2
H -2.138 -1.315 -0.140 0.3 -0.2 0.2
H -0.595 -3.398 0.264 0.0 0.0 -0.1
```
Positions in Å, forces in eV/Å.



No. 6
C4H7N3 | wB97M-V/def2-TZVPD

SMILES ... CNc1cc[nH]n1
Highest occupied orbital energy ... -0.3038 Eh
Relative energy (zero: lowest compared OMol25 entry of this formula, charge and spin) ... 36.92 kcal/mol
DFT total energy ... -320.824471 a.u.
Multiplicity ... 1
Kohn-Sham gap ... 0.3429 Eh
Max |F| ... 2.00 eV Å⁻¹

```
14
Properties=species:S:1:pos:R:3:forces:R:3
C 2.133 -0.082 0.325 -0.1 0.0 0.0
N 1.264 0.363 -0.774 -0.5 0.2 -0.2
C -0.137 0.345 -0.602 -0.5 -0.1 0.3
N -1.140 0.578 -1.472 -1.0 -0.9 0.8
N -2.352 0.147 -0.708 1.4 -0.4 -0.3
C -1.966 -0.352 0.473 0.3 0.1 0.3
C -0.637 -0.136 0.631 0.1 0.0 0.6
H 1.754 -1.014 0.759 0.0 0.2 -0.2
H 3.147 -0.302 -0.038 -0.4 0.2 -0.2
H 2.236 0.645 1.147 -0.1 -0.1 -0.2
H 1.716 0.990 -1.422 -0.5 0.0 -0.1
H -3.300 -0.145 -1.006 1.5 0.9 -1.1
H -2.590 -0.955 1.121 -0.4 0.6 0.0
H -0.129 -0.083 1.567 0.3 -0.6 0.3
```
Positions in Å, forces in eV/Å.



No. 7
C4H7N3 | wB97M-V/def2-TZVPD

SMILES ... [H]/N=C1\CC(N)=CN1
Highest occupied orbital energy ... -0.2749 Eh
Relative energy (zero: lowest compared OMol25 entry of this formula, charge and spin) ... 42.59 kcal/mol
DFT total energy ... -320.815428 a.u.
Multiplicity ... 1
Kohn-Sham gap ... 0.3133 Eh
Max |F| ... 2.41 eV Å⁻¹

```
14
Properties=species:S:1:pos:R:3:forces:R:3
N 1.112 -1.032 -2.002 -1.7 -1.7 -0.3
C 0.575 -0.826 -0.892 0.2 -0.4 -0.5
C 0.925 0.355 -0.038 -0.1 -0.5 0.3
C -0.388 0.570 0.725 0.1 0.0 -0.4
N -0.495 1.533 1.736 0.0 0.1 -0.2
C -1.224 -0.449 0.443 0.1 0.3 0.0
N -0.629 -1.365 -0.464 0.4 0.3 -0.3
H 1.364 0.871 -0.910 -0.7 1.5 1.2
H 1.922 -1.333 -2.446 1.3 0.2 -0.3
H 1.760 0.174 0.642 -0.1 -0.2 0.2
H -1.441 1.655 2.079 0.1 0.0 0.0
H -0.119 2.422 1.434 -0.1 0.0 0.1
H -2.201 -0.699 0.853 0.3 0.3 0.1
H -1.160 -1.875 -1.160 0.1 0.1 0.2
```
Positions in Å, forces in eV/Å.



No. 8
C4H7N3 | wB97M-V/def2-TZVPD

Highest occupied orbital energy ... -0.3038 Eh
Relative energy (zero: lowest compared OMol25 entry of this formula, charge and spin) ... 87.16 kcal/mol
DFT total energy ... -320.744408 a.u.
Multiplicity ... 1
Kohn-Sham gap ... 0.3246 Eh
Max |F| ... 1.03 eV Å⁻¹

```
14
Properties=species:S:1:pos:R:3:forces:R:3
C -2.084 0.694 0.287 0.1 0.1 0.2
C -0.990 -0.359 0.365 -0.4 -0.1 0.2
C 0.635 0.544 -0.947 0.7 -0.4 -0.4
C 1.883 -0.031 -1.090 0.3 0.5 -0.2
N 2.314 -0.485 0.130 -0.3 0.2 -0.2
N 1.409 -0.353 1.064 -0.6 -0.3 -0.8
N 0.383 0.242 0.378 0.2 -0.5 -0.6
H -3.059 0.225 0.462 0.2 0.1 0.0
H -1.898 1.446 1.054 -0.2 0.1 0.0
H -2.111 1.195 -0.688 0.2 -0.2 0.3
H -1.091 -1.036 1.208 0.0 0.2 0.3
H -1.026 -0.965 -0.556 0.0 0.1 0.6
H 2.392 -0.273 -2.009 0.5 0.3 0.2
H 3.244 -0.844 0.341 -0.5 0.1 0.2
```
Positions in Å, forces in eV/Å.



No. 9
C4H7N3 | wB97M-V/def2-TZVPD

Highest occupied orbital energy ... -0.2762 Eh
Relative energy (zero: lowest compared OMol25 entry of this formula, charge and spin) ... 125.04 kcal/mol
DFT total energy ... -320.684039 a.u.
Multiplicity ... 1
Kohn-Sham gap ... 0.2815 Eh
Max |F| ... 1.55 eV Å⁻¹

```
14
Properties=species:S:1:pos:R:3:forces:R:3
C 0.227 1.325 -0.568 -0.5 -1.5 0.1
C 0.321 -0.261 0.159 1.0 0.8 0.6
N 0.041 0.099 -1.458 -0.4 0.4 -0.4
C -0.956 -0.424 0.914 -0.2 0.2 0.1
C 1.423 -0.989 0.470 -0.2 0.1 -0.1
N -0.554 2.302 -0.563 0.2 0.0 -0.1
N -1.080 -0.632 2.152 0.1 0.0 -0.2
H -0.835 -0.074 -1.970 0.0 0.1 0.1
H 0.852 -0.242 -1.963 0.0 0.1 0.1
H -1.154 2.391 -1.392 0.1 -0.1 0.0
H -0.174 -0.663 2.625 0.0 0.0 -0.1
H -1.872 -0.309 0.330 0.0 -0.1 0.0
H 1.405 -1.647 1.326 -0.1 -0.2 -0.1
H 2.357 -0.877 -0.061 0.0 0.1 0.1
```
Positions in Å, forces in eV/Å.



No. 10
C4H7N3 | wB97M-V/def2-TZVPD

SMILES ... NC1=C[C@]2(N)N[C@H]12
Highest occupied orbital energy ... -0.2868 Eh
Relative energy (zero: lowest compared OMol25 entry of this formula, charge and spin) ... 64.73 kcal/mol
DFT total energy ... -320.780145 a.u.
Multiplicity ... 1
Kohn-Sham gap ... 0.3272 Eh
Max |F| ... 0.36 eV Å⁻¹

```
14
Properties=species:S:1:pos:R:3:forces:R:3
N -2.237 0.178 0.364 0.0 -0.2 0.0
C -0.908 0.024 -0.122 -0.1 0.0 0.1
C 0.055 -1.162 -0.065 0.1 -0.1 -0.1
C 1.090 -0.335 0.193 0.0 -0.1 0.0
N 2.452 -0.441 0.341 0.0 0.0 -0.2
C 0.227 0.909 0.177 0.1 0.2 0.3
N -0.430 0.955 -1.164 -0.1 0.1 -0.1
H -2.900 -0.204 -0.305 0.0 0.0 0.1
H -2.347 -0.349 1.225 0.0 0.1 -0.1
H -0.009 -2.186 -0.421 0.0 0.2 0.0
H 2.977 0.382 0.080 -0.1 -0.1 0.1
H 2.865 -1.295 -0.009 0.0 0.1 0.1
H 0.235 1.767 0.840 0.0 -0.1 -0.1
H -1.068 1.757 -1.133 0.1 -0.1 0.0
```
Positions in Å, forces in eV/Å.



No. 11
C4H7N3 | wB97M-V/def2-TZVPD

Highest occupied orbital energy ... -0.3224 Eh
Relative energy (zero: lowest compared OMol25 entry of this formula, charge and spin) ... 64.00 kcal/mol
DFT total energy ... -320.781313 a.u.
Multiplicity ... 1
Kohn-Sham gap ... 0.3435 Eh
Max |F| ... 2.64 eV Å⁻¹

```
14
Properties=species:S:1:pos:R:3:forces:R:3
C 2.201 -0.065 0.218 -0.1 0.0 0.1
C 0.812 0.221 -0.345 -0.1 0.1 0.0
N -0.248 -0.171 0.600 -0.5 -0.1 0.0
C -1.549 0.139 0.323 -0.5 -0.2 -1.5
N -2.024 0.707 -0.745 0.7 0.6 -1.0
C -2.887 -0.424 0.461 -0.5 -1.5 2.1
N -3.908 -0.987 0.403 0.9 0.4 0.6
H 2.365 -1.139 0.358 -0.1 0.1 0.0
H 2.351 0.441 1.178 0.0 -0.1 -0.1
H 2.974 0.300 -0.468 -0.2 -0.1 0.1
H 0.682 -0.326 -1.289 0.0 0.1 0.2
H 0.714 1.290 -0.576 -0.1 -0.2 0.1
H 0.052 -0.540 1.492 -0.4 0.0 -0.2
H -1.535 0.553 -1.611 1.1 0.8 -0.4
```
Positions in Å, forces in eV/Å.



No. 12
C4H7N3 | wB97M-V/def2-TZVPD

SMILES ... CNc1cc[nH]n1
Highest occupied orbital energy ... -0.2883 Eh
Relative energy (zero: lowest compared OMol25 entry of this formula, charge and spin) ... 11.47 kcal/mol
DFT total energy ... -320.865025 a.u.
Multiplicity ... 1
Kohn-Sham gap ... 0.3295 Eh
Max |F| ... 0.26 eV Å⁻¹

```
14
Properties=species:S:1:pos:R:3:forces:R:3
C 2.231 0.169 0.281 0.1 -0.1 0.2
N 1.193 0.407 -0.704 -0.1 0.1 -0.1
C -0.137 0.169 -0.403 0.1 0.0 0.0
N -1.098 0.849 -1.015 0.2 -0.2 0.1
N -2.242 0.322 -0.524 -0.2 0.0 0.1
C -2.028 -0.649 0.384 0.0 0.0 -0.1
C -0.664 -0.796 0.496 -0.1 0.0 0.0
H 1.779 -0.142 1.230 0.1 0.1 -0.2
H 2.930 -0.619 -0.036 -0.2 0.2 0.1
H 2.814 1.080 0.478 -0.2 -0.2 -0.1
H 1.318 1.213 -1.299 0.0 -0.1 0.1
H -3.122 0.679 -0.857 0.2 -0.1 0.1
H -2.843 -1.164 0.873 0.1 0.1 -0.1
H -0.130 -1.518 1.095 -0.1 0.1 0.0
```
Positions in Å, forces in eV/Å.



No. 13
C4H7N3 | wB97M-V/def2-TZVPD

Highest occupied orbital energy ... -0.3391 Eh
Relative energy (zero: lowest compared OMol25 entry of this formula, charge and spin) ... 58.12 kcal/mol
DFT total energy ... -320.790679 a.u.
Multiplicity ... 1
Kohn-Sham gap ... 0.3492 Eh
Max |F| ... 1.16 eV Å⁻¹

```
14
Properties=species:S:1:pos:R:3:forces:R:3
C 0.538 1.257 -1.405 0.0 0.0 -0.1
C 0.018 1.289 0.030 0.0 0.1 -0.1
N 0.259 0.037 0.722 -0.1 -0.2 -0.1
C -0.509 -1.027 0.717 0.2 0.2 0.1
N -0.157 -1.762 1.758 -0.1 -0.2 0.0
C -1.554 -1.311 -0.243 -0.7 -0.2 -0.7
N -2.375 -1.514 -1.032 0.8 0.2 0.8
H 0.010 0.500 -1.995 0.1 0.1 0.1
H 1.608 1.025 -1.422 -0.2 0.0 0.0
H 0.386 2.229 -1.882 0.0 -0.1 0.0
H -1.052 1.535 0.043 0.1 0.0 0.0
H 0.533 2.072 0.594 -0.1 -0.1 -0.1
H 0.682 -0.699 1.780 0.0 0.0 0.0
H -0.307 -2.764 1.782 0.0 0.1 0.0
```
Positions in Å, forces in eV/Å.



No. 14
C4H7N3 | wB97M-V/def2-TZVPD

Highest occupied orbital energy (alpha / beta) ... -0.3143 / -0.3143 Eh
Relative energy (zero: lowest compared OMol25 entry of this formula, charge and spin) ... 98.16 kcal/mol
DFT total energy ... -320.726873 a.u.
Multiplicity ... 1
Kohn-Sham gap (alpha / beta) ... 0.2580 / 0.2578 Eh
Max |F| ... 2.02 eV Å⁻¹

```
14
Properties=species:S:1:pos:R:3:forces:R:3
C 1.174 -1.619 0.696 -0.1 0.1 -0.1
C -0.014 -1.023 1.291 -0.1 0.1 -0.4
N -0.349 -0.022 -0.824 0.0 0.2 0.3
C -0.352 1.296 -0.643 0.1 -0.2 0.4
N -0.175 1.829 0.523 0.1 0.1 -0.2
C -0.519 2.148 -1.839 -0.1 1.0 -1.4
N -0.641 2.843 -2.767 0.2 -1.2 1.6
H 1.666 -0.670 0.444 0.6 -0.3 -0.2
H 0.993 -2.168 -0.222 0.0 0.0 0.1
H 1.795 -2.158 1.424 -0.2 0.2 0.0
H 0.197 -0.583 2.276 -0.4 0.7 -0.8
H -1.046 -1.211 1.069 -0.1 -0.4 -0.1
H -0.679 -0.299 -1.752 0.0 -0.2 0.5
H -0.061 2.834 0.442 -0.1 0.0 0.2
```
Positions in Å, forces in eV/Å.



No. 15
C4H7N3 | wB97M-V/def2-TZVPD

Highest occupied orbital energy ... -0.2811 Eh
Relative energy (zero: lowest compared OMol25 entry of this formula, charge and spin) ... 105.07 kcal/mol
DFT total energy ... -320.715855 a.u.
Multiplicity ... 1
Kohn-Sham gap ... 0.3207 Eh
Max |F| ... 0.64 eV Å⁻¹

```
14
Properties=species:S:1:pos:R:3:forces:R:3
C -1.147 0.760 1.866 0.0 0.0 0.2
N -0.478 1.016 0.602 0.0 -0.1 -0.2
C 0.328 0.043 0.115 0.1 -0.1 0.0
N -0.773 -0.522 -2.436 0.6 -0.1 0.1
N 0.421 -0.675 -2.276 -0.4 0.0 -0.1
C 1.170 -0.302 -1.035 0.0 0.2 -0.1
C 1.001 -1.072 0.221 -0.1 0.1 0.1
H -0.390 0.581 2.636 -0.1 0.0 -0.1
H -1.720 1.645 2.153 0.1 -0.1 0.0
H -1.820 -0.107 1.828 0.1 0.1 0.0
H -1.053 1.430 -0.120 0.1 0.0 0.1
H 1.042 -1.070 -3.017 -0.1 0.0 0.0
H 2.099 0.215 -1.307 -0.1 -0.1 0.0
H 1.319 -1.942 0.769 0.0 0.1 -0.1
```
Positions in Å, forces in eV/Å.



No. 16
C4H7N3 | wB97M-V/def2-TZVPD

SMILES ... CCc1c[nH]nn1
Highest occupied orbital energy ... -0.3406 Eh
Relative energy (zero: lowest compared OMol25 entry of this formula, charge and spin) ... 35.39 kcal/mol
DFT total energy ... -320.826909 a.u.
Multiplicity ... 1
Kohn-Sham gap ... 0.3717 Eh
Max |F| ... 1.89 eV Å⁻¹

```
14
Properties=species:S:1:pos:R:3:forces:R:3
C -1.792 0.831 0.102 0.3 -0.4 -0.1
C -1.131 -0.590 0.056 -0.2 -0.7 -0.3
C 0.368 -0.730 0.191 -0.2 1.9 -0.3
C 1.430 -0.696 -0.713 -0.4 0.4 0.0
N 2.341 0.084 -0.107 0.3 -0.2 0.3
N 1.927 0.481 1.105 0.9 -0.3 0.3
N 0.776 -0.052 1.295 0.5 0.8 0.2
H -2.872 0.714 -0.121 0.6 0.0 0.1
H -1.703 1.322 1.079 0.1 -0.3 -0.2
H -1.385 1.509 -0.657 0.1 -0.2 0.1
H -1.573 -1.173 0.859 -0.3 -0.3 -0.2
H -1.343 -1.003 -0.915 -0.7 -0.5 -0.3
H 1.712 -1.038 -1.696 -0.7 -0.2 0.0
H 3.247 0.343 -0.478 -0.2 0.0 0.4
```
Positions in Å, forces in eV/Å.



No. 17
C4H7N3 | wB97M-V/def2-TZVPD

Highest occupied orbital energy ... -0.7489 Eh
Relative energy (zero: lowest compared OMol25 entry of this formula, charge and spin) ... 44.09 kcal/mol
DFT total energy ... -320.044877 a.u.
Multiplicity ... 1
Kohn-Sham gap ... 0.3759 Eh
Net charge ... +2
Max |F| ... 3.90 eV Å⁻¹

```
14
Properties=species:S:1:pos:R:3:forces:R:3
C -2.414 0.257 0.048 -0.8 -0.5 -1.1
C -2.912 -0.779 -0.640 -0.3 -1.2 0.4
C 2.644 0.612 1.193 0.7 1.0 0.3
C 1.804 -0.409 -0.880 0.8 1.8 -2.3
N -0.081 0.273 0.833 -3.8 0.5 0.7
N -1.149 0.293 0.536 2.5 -0.7 0.7
N 2.078 0.107 0.210 2.4 -1.4 0.4
H -2.951 1.163 0.118 -0.2 1.1 0.3
H -2.525 -1.844 -0.682 -0.2 1.6 -0.2
H -3.899 -0.537 -1.065 0.5 -0.6 0.1
H 3.655 1.040 1.051 -0.3 -0.5 0.0
H 2.175 0.787 2.158 -0.3 -0.2 -0.1
H 2.045 -1.390 -1.322 -0.2 0.1 1.0
H 1.530 0.428 -1.558 -0.6 -1.0 -0.3
```
Positions in Å, forces in eV/Å.